(1)
Density functional theory data (ωB97M-V/def2-TZVPD) for 3 unconnected molecules or ions with the total composition C28H62BrFN5O3P2 at a distorted geometry.

Element x y z (Å)
C1 -2.449 1.973 -5.012
C2 -1.422 1.512 -4.587
C3 -0.201 0.818 -4.127
N1 -0.576 -0.362 -3.326
C4 -1.022 -1.491 -4.223
C5 0.537 -0.872 -2.629
N2 1.812 -0.559 -3.148
P1 2.830 0.515 -2.192
P2 1.737 1.502 -0.592
O1 2.372 2.810 -0.428
O2 0.163 1.722 -0.858
O3 1.836 0.719 0.802
C6 2.482 -1.647 -3.863
Br1 2.301 -1.442 -5.830
C7 3.960 -1.905 -3.511
C8 4.976 -0.999 -4.271
N3 0.321 -1.586 -1.579
C9 -1.047 -1.874 -1.110
C10 -1.196 -1.848 0.438
C11 -2.557 -1.228 0.872
C12 -3.787 -1.865 0.183
C13 -4.879 -0.750 0.009
C14 1.410 -2.203 -0.817
C15 1.223 -3.761 -0.656
C16 2.460 -4.493 -1.242
F1 1.134 -4.056 0.681
H1 -3.305 2.455 -5.427
H2 0.354 1.514 -3.492
H3 0.434 0.585 -4.990
H4 -0.252 -2.272 -4.279
H5 -1.948 -1.954 -3.866
H6 -1.203 -1.138 -5.242
H7 3.146 1.596 -3.063
H8 0.027 2.443 -1.489
H9 2.641 1.055 1.231
H10 1.938 -2.575 -3.646
H11 4.174 -2.923 -3.870
H12 4.163 -1.932 -2.435
H13 4.556 0.004 -4.429
H14 5.861 -0.852 -3.641
H15 5.269 -1.433 -5.227
H16 -1.791 -1.189 -1.522
H17 -1.336 -2.877 -1.448
H18 -1.198 -2.882 0.799
H19 -0.426 -1.246 0.935
H20 -2.517 -0.136 0.800
H21 -2.636 -1.467 1.943
H22 -3.595 -2.237 -0.833
H23 -4.220 -2.686 0.762
H24 -5.499 -0.974 -0.867
H25 -4.339 0.172 -0.252
H26 -5.459 -0.595 0.921
H27 2.400 -2.073 -1.252
H28 1.475 -1.820 0.208
H29 0.367 -4.138 -1.225
H30 3.280 -4.559 -0.521
H31 2.830 -3.977 -2.136
H32 2.117 -5.475 -1.586
C17 7.464 -1.604 4.027
C18 6.139 -1.999 3.394
N4 5.050 -2.097 4.349
C19 3.872 -2.756 3.816
C20 3.135 -2.073 2.659
C21 4.798 -0.911 5.150
C22 4.496 0.401 4.416
H33 7.719 -2.271 4.852
H34 8.262 -1.666 3.285
H35 7.449 -0.579 4.401
H36 6.278 -2.980 2.930
H37 5.911 -1.297 2.575
H38 3.164 -2.935 4.629
H39 4.172 -3.755 3.482
H40 2.570 -1.204 2.997
H41 2.414 -2.769 2.226
H42 3.812 -1.764 1.858
H43 5.668 -0.744 5.790
H44 3.986 -1.120 5.850
H45 5.191 0.588 3.594
H46 4.586 1.238 5.111
H47 3.479 0.424 4.024
C23 -4.098 3.059 2.292
C24 -4.625 3.701 1.017
N5 -6.071 3.687 0.922
C25 -6.567 4.016 -0.405
C26 -6.293 5.423 -0.945
C27 -6.788 4.297 2.032
C28 -6.478 5.759 2.369
H48 -4.494 2.049 2.415
H49 -3.009 2.990 2.249
H50 -4.351 3.642 3.179
H51 -4.219 3.134 0.173
H52 -4.214 4.719 0.934
H53 -7.644 3.828 -0.438
H54 -6.135 3.294 -1.108
H55 -6.919 6.172 -0.462
H56 -6.527 5.456 -2.012
H57 -5.248 5.714 -0.832
H58 -6.598 3.698 2.927
H59 -7.862 4.191 1.862
H60 -5.407 5.962 2.398
H61 -6.880 5.999 3.355
H62 -6.941 6.447 1.664

Results
Total charge: +1
Frontier orbital gap (eV): 6.1
Lowest unoccupied orbital energy (eV): -3.55
Maximum force (eV/A): 2.8
HOMO (eV): -9.64
Multiplicity: 1

Here are the Mulliken charges for atoms 1 to 5, given in e: atom 1 (C): -0.017, atom 2 (C): -1.064, atom 3 (C): 0.312, atom 4 (N): 0.664, atom 5 (C): -0.821

=====

(2)
Density functional theory data (ωB97M-V/def2-TZVPD) for a molecular structure, C28H62CsF3N10O5PS3.

Element x y z (Å)
Cs1 -1.233 0.124 2.574
C1 4.266 -2.335 0.975
N1 2.898 -2.793 1.151
C2 2.071 -1.872 1.917
C3 2.268 -3.542 0.171
N2 1.006 -3.442 0.040
C4 0.218 -4.350 -0.768
C5 -0.278 -3.749 -2.106
N3 -0.422 -2.312 -2.082
C6 -0.195 -1.721 -3.390
C7 -0.094 -0.199 -3.376
N4 0.986 0.188 -2.507
C8 1.626 1.272 -2.699
N5 1.222 2.349 -3.489
C9 -0.161 2.766 -3.488
C10 2.062 2.891 -4.524
N6 2.868 1.441 -2.094
C11 3.310 0.332 -1.271
C12 3.181 2.739 -1.512
C13 -1.649 -1.807 -1.500
C14 -2.069 -2.401 -0.159
N7 -3.054 -1.495 0.411
C15 -4.291 -1.683 0.162
N8 -5.204 -0.653 0.325
C16 -6.376 -0.916 1.139
C17 -4.654 0.679 0.539
N9 -4.835 -2.883 -0.315
C18 -5.917 -2.898 -1.268
C19 -4.617 -4.114 0.403
N10 3.165 -4.401 -0.521
C20 3.097 -4.501 -1.956
C21 3.543 -5.617 0.169
H1 4.750 -2.281 1.952
H2 4.303 -1.338 0.521
H3 4.814 -3.026 0.342
H4 2.652 -1.460 2.737
H5 1.202 -2.386 2.324
H6 1.723 -1.043 1.288
H7 -0.653 -4.610 -0.164
H8 0.733 -5.296 -0.982
H9 -1.203 -4.277 -2.411
H10 0.454 -3.971 -2.879
H11 -0.991 -2.016 -4.107
H12 0.751 -2.110 -3.775
H13 -1.055 0.224 -3.068
H14 0.065 0.132 -4.413
H15 -0.636 2.421 -2.569
H16 -0.727 2.403 -4.355
H17 -0.204 3.861 -3.489
H18 3.096 2.599 -4.352
H19 2.005 3.985 -4.533
H20 1.763 2.533 -5.519
H21 4.374 0.460 -1.058
H22 3.147 -0.606 -1.797
H23 2.752 0.283 -0.327
H24 2.849 3.543 -2.164
H25 4.263 2.820 -1.386
H26 2.682 2.857 -0.545
H27 -2.502 -1.959 -2.198
H28 -1.543 -0.732 -1.350
H29 -1.203 -2.470 0.502
H30 -2.450 -3.413 -0.318
H31 -6.731 -1.933 0.987
H32 -7.175 -0.224 0.870
H33 -6.157 -0.785 2.207
H34 -3.859 0.875 -0.175
H35 -4.228 0.802 1.538
H36 -5.450 1.413 0.412
H37 -6.016 -1.919 -1.730
H38 -6.882 -3.164 -0.812
H39 -5.709 -3.636 -2.050
H40 -3.905 -3.954 1.210
H41 -4.227 -4.901 -0.253
H42 -5.556 -4.480 0.843
H43 2.739 -3.558 -2.366
H44 2.446 -5.312 -2.314
H45 4.102 -4.688 -2.350
H46 3.642 -5.414 1.234
H47 4.505 -5.978 -0.207
H48 2.805 -6.421 0.032
F1 0.509 -0.776 7.767
C22 1.090 -0.837 6.561
F2 2.414 -0.738 6.746
F3 0.845 -2.059 6.056
S1 0.468 0.480 5.427
O1 0.836 1.698 6.101
O2 1.180 0.189 4.195
O3 -0.953 0.197 5.349
C23 2.475 3.354 2.533
C24 1.373 3.862 3.440
C25 1.431 5.367 3.644
O4 0.046 3.446 3.033
P1 -0.684 3.548 1.599
S2 -2.598 3.285 2.011
S3 0.090 2.224 0.325
O5 -0.304 5.061 1.179
C26 -0.458 5.655 -0.123
C27 0.810 5.439 -0.939
C28 -1.708 5.205 -0.860
H49 3.444 3.575 2.987
H50 2.428 3.840 1.556
H51 2.385 2.277 2.395
H52 1.468 3.378 4.412
H53 1.412 5.899 2.695
H54 2.352 5.618 4.176
H55 0.583 5.691 4.247
H56 -0.554 6.721 0.102
H57 0.928 4.380 -1.169
H58 1.683 5.770 -0.373
H59 0.757 6.013 -1.868
H60 -1.647 4.145 -1.111
H61 -1.801 5.787 -1.780
H62 -2.594 5.357 -0.246

Results
Total charge: -1
Frontier orbital gap (eV): 6.6
Lowest unoccupied orbital energy (eV): 1.94
Maximum force (eV/A): 0.8
HOMO (eV): -4.64
Multiplicity: 1

Here are the Mulliken charges for atoms 1 to 5, given in e: atom 1 (Cs): 1.351, atom 2 (C): -0.996, atom 3 (N): 0.243, atom 4 (C): -0.571, atom 5 (C): 0.157

=====

(3)
Density functional theory data (ωB97M-V/def2-TZVPD) for 8 unconnected molecules or ions with the total composition C28H62F8N8O18S8 at a distorted geometry.

Element x y z (Å)
C1 -2.180 -3.573 -0.206
C2 -3.396 -2.653 -0.452
O1 -4.341 -2.573 0.345
N1 -3.282 -1.607 -1.595
H1 -2.436 -1.059 -1.530
H2 -3.141 -2.099 -2.465
C3 -4.329 -0.497 -1.550
H3 -1.274 -2.972 -0.127
H4 -1.883 -4.254 -1.002
H5 -2.366 -4.287 0.597
H6 -4.240 -0.250 -0.492
H7 -5.358 -0.842 -1.646
H8 -4.026 0.329 -2.194
C4 -1.980 3.471 -2.678
C5 -1.935 3.101 -4.117
C6 -1.210 1.724 -4.172
C7 -1.317 0.956 -5.468
C8 -2.748 0.624 -5.614
C9 -3.735 1.834 -5.557
N2 -3.377 2.880 -4.547
O2 -4.210 4.036 -4.445
C10 -5.085 1.170 -5.151
C11 -3.763 2.536 -6.917
C12 -1.232 4.050 -5.053
H9 -0.956 3.636 -2.343
H10 -2.531 2.785 -2.035
H11 -2.508 4.411 -2.517
H12 -1.563 1.035 -3.405
H13 -0.187 2.012 -3.928
H14 -0.734 0.058 -5.266
H15 -0.836 1.349 -6.364
H16 -2.962 -0.106 -4.834
H17 -2.833 -0.027 -6.484
H18 -5.411 0.366 -5.811
H19 -5.984 1.787 -5.141
H20 -5.011 0.806 -4.127
H21 -2.753 2.869 -7.152
H22 -4.502 3.338 -6.903
H23 -4.091 1.834 -7.683
H24 -0.415 4.469 -4.466
H25 -1.826 4.944 -5.244
H26 -0.735 3.714 -5.963
C13 2.814 1.913 3.336
C14 1.896 1.831 4.587
C15 2.816 2.057 5.852
N3 1.981 2.202 7.191
C16 1.118 0.972 7.598
C17 1.104 3.508 7.127
C18 0.838 3.938 8.501
C19 2.237 3.684 9.107
C20 2.941 2.606 8.368
H27 2.389 1.278 2.559
H28 3.786 1.464 3.543
H29 2.963 2.932 2.978
H30 1.579 0.790 4.657
H31 1.057 2.526 4.567
H32 3.484 2.914 5.769
H33 3.436 1.169 5.969
H34 0.479 1.096 8.472
H35 1.828 0.180 7.835
H36 0.406 0.759 6.800
H37 0.235 3.280 6.510
H38 1.665 4.258 6.570
H39 0.094 3.268 8.931
H40 0.539 4.983 8.586
H41 2.119 3.423 10.159
H42 2.754 4.640 9.196
H43 3.102 1.703 8.956
H44 3.855 3.036 7.959
C21 -0.310 -7.844 1.949
C22 0.496 -6.727 2.662
C23 1.314 -5.863 1.715
N4 1.946 -4.613 2.390
C24 2.952 -5.052 3.470
C25 0.937 -3.623 3.005
C26 1.425 -2.187 2.704
C27 2.690 -2.346 1.952
C28 2.614 -3.723 1.317
H45 0.348 -8.642 1.603
H46 -0.899 -7.415 1.139
H47 -1.014 -8.262 2.667
H48 1.165 -7.125 3.425
H49 -0.284 -6.105 3.101
H50 0.696 -5.738 0.826
H51 2.188 -6.396 1.340
H52 2.375 -5.556 4.245
H53 3.299 -4.120 3.917
H54 3.743 -5.708 3.108
H55 0.811 -3.866 4.060
H56 -0.013 -3.856 2.523
H57 1.367 -1.458 3.513
H58 0.719 -1.799 1.968
H59 3.591 -2.274 2.562
H60 2.681 -1.552 1.205
H61 3.564 -4.073 0.915
H62 1.973 -3.616 0.441
N5 1.567 6.913 0.113
S1 2.497 7.062 1.380
O3 3.693 6.184 1.384
O4 1.955 7.542 2.604
F1 3.200 8.386 0.917
S2 0.522 5.801 0.876
O5 -0.874 6.283 1.060
O6 1.030 4.710 1.801
F2 0.206 4.902 -0.401
N6 4.703 -1.826 -5.226
S3 5.646 -0.904 -5.935
O7 6.344 0.077 -5.109
O8 5.335 -0.516 -7.295
F3 6.889 -1.994 -6.229
S4 3.578 -0.747 -4.486
O9 3.004 0.315 -5.290
O10 3.871 -0.442 -3.104
F4 2.383 -1.801 -4.339
N7 -3.364 -2.714 -4.021
S5 -4.387 -2.944 -5.366
O11 -5.240 -4.180 -5.259
O12 -3.953 -2.484 -6.672
F5 -5.435 -1.778 -4.953
S6 -2.177 -3.277 -4.781
O13 -1.390 -2.285 -5.544
O14 -2.285 -4.639 -5.319
F6 -1.204 -3.521 -3.538
N8 -1.111 -0.198 -0.932
S7 -0.654 0.890 0.029
O15 -0.837 2.263 -0.485
O16 0.382 0.609 0.985
F7 -1.985 0.575 0.920
S8 0.479 -0.437 -1.566
O17 1.227 -1.538 -0.945
O18 1.184 0.701 -2.110
F8 -0.002 -1.185 -2.864

Results
Total charge: -1
Frontier orbital gap (alpha / beta) (eV): 5.4 / 5.7
Lowest unoccupied orbital energy (alpha / beta) (eV): -0.31 / -0.31
Maximum force (eV/A): 9.6
HOMO (alpha / beta) (eV): -5.74 / -5.99
Multiplicity: 2
⟨S²⟩: 0.755

Here are the Mulliken charges for atoms 1 to 5, given in e: atom 1 (C): -0.658, atom 2 (C): 0.541, atom 3 (O): -0.534, atom 4 (N): 1.248, atom 5 (H): 0.030